1.
Here is a cluster of 2 separate species, C2H3NO in total in a non-equilibrium geometry from the Open Molecules 2025 dataset. Energies are from ωB97M-V with the def2-TZVPD basis set.

* energy relative to the best compared isomer or geometry (same formula, charge and spin): 773.44 kJ/mol
* E_HOMO: -10.050 eV
* 2S+1: 1
* E_tot: -207.70308 a.u.
* orbital gap: 9.75 eV

Geometry as XYZ:
```
7
Properties=species:S:1:pos:R:3:lowdin_charge:R:1
C -0.38 -0.31 -0.42 -0.15
C 0.48 0.67 0.29 -0.27
N 0.56 -0.74 0.45 0.01
O 1.61 0.03 -0.29 -0.02
H -1.94 -0.86 0.59 0.18
H -0.66 -0.31 -1.54 0.11
H 0.33 1.52 0.93 0.13
```



2.
Here is a structure of composition C6H11FO3P in a non-equilibrium geometry from the Open Molecules 2025 dataset. Energies are from ωB97M-V with the def2-TZVPD basis set.

* total charge: -1
* energy relative to the best compared isomer or geometry (same formula, charge and spin): 13.27 kJ/mol
* E_HOMO: -3.695 eV
* 2S+1: 1
* E_tot: -902.21094 a.u.
* orbital gap: 7.45 eV

Geometry as XYZ:
```
22
Properties=species:S:1:pos:R:3:lowdin_charge:R:1
C -2.19 -0.52 -0.26 -0.63
C -1.20 1.86 1.18 -0.15
C 2.26 -0.15 -0.74 -0.17
C 0.74 -2.55 0.10 -0.17
C -0.56 1.81 -0.17 -0.23
C -0.43 0.26 -0.52 -0.38
O -2.06 -1.68 -0.15 0.04
O -2.94 0.42 -0.44 -0.02
O 1.04 -0.38 1.79 -0.38
F -0.21 0.11 -1.93 -0.11
P 0.87 -0.70 0.36 0.64
H -1.09 2.74 1.84 0.06
H -0.85 0.98 1.71 0.05
H -2.34 1.78 1.04 0.09
H 2.88 0.42 0.03 0.07
H 2.88 -0.88 -1.24 0.03
H 1.88 0.47 -1.43 -0.03
H 0.67 -2.73 -1.02 0.06
H 1.75 -2.97 0.52 0.08
H -0.08 -2.93 0.53 -0.04
H -1.34 2.18 -0.83 0.09
H 0.32 2.45 -0.36 0.10
```



3.
Here is a cluster of 2 separate species, C16H37N3O9PS2 in total in a non-equilibrium geometry from the Open Molecules 2025 dataset. Energies are from ωB97M-V with the def2-TZVPD basis set.

* total charge: +1
* E_HOMO: -12.602 eV
* 2S+1: 1
* E_tot: -2610.40000 a.u.
* orbital gap: 7.58 eV

Geometry as XYZ:
```
68
Properties=species:S:1:pos:R:3:lowdin_charge:R:1
C 0.64 3.54 -0.68 -0.13
C -0.23 2.46 -1.57 -0.24
C -1.06 1.36 -0.67 -0.22
C -0.94 -0.18 -1.23 -0.23
C -2.39 -1.02 -1.20 -0.17
C -2.20 -2.61 -1.57 -0.20
N -2.31 -3.56 -0.41 0.02
C -0.99 -4.05 0.12 -0.13
N 0.15 -4.47 -0.84 0.11
N -0.77 -4.20 1.49 -0.13
C 0.59 -4.76 1.95 -0.18
C 1.83 -3.70 1.83 -0.20
P 1.46 -1.93 2.44 0.82
O 0.17 -1.26 1.83 -0.36
O 2.82 -0.93 1.90 -0.30
C 2.89 -0.91 0.43 -0.27
C 2.27 0.53 -0.16 -0.09
O 1.48 -1.79 4.21 -0.28
C 2.27 -0.58 4.59 -0.27
C 2.10 -0.21 6.22 -0.10
S -1.95 -3.84 2.72 0.80
C -2.90 -2.25 2.50 -0.14
O -3.02 -5.00 2.65 -0.37
O -1.42 -3.86 4.18 -0.33
H 1.77 3.25 -0.53 0.06
H 0.65 4.57 -1.28 0.05
H 0.19 3.67 0.41 0.09
H -1.05 3.10 -2.15 0.11
H 0.41 1.88 -2.38 0.11
H -0.73 1.34 0.48 0.11
H -2.22 1.63 -0.65 0.12
H -0.10 -0.83 -0.73 0.07
H -0.64 -0.10 -2.38 0.12
H -3.01 -0.55 -2.11 0.13
H -3.02 -0.81 -0.24 0.10
H -3.09 -2.87 -2.31 0.15
H -1.22 -2.69 -2.21 0.12
H -2.95 -4.35 -0.66 0.16
H -0.26 -4.97 -1.66 0.12
H 0.55 -3.53 -1.16 0.11
H 0.57 -5.12 3.09 0.16
H 0.90 -5.74 1.34 0.16
H 2.70 -4.12 2.53 0.14
H 2.24 -3.77 0.73 0.10
H 2.29 -1.75 -0.11 0.08
H 4.02 -0.97 0.05 0.14
H 3.08 1.37 -0.25 0.09
H 1.38 0.79 0.57 0.08
H 1.85 0.25 -1.24 0.09
H 1.87 0.36 3.98 0.13
H 3.43 -0.71 4.43 0.13
H 1.01 -0.44 6.57 0.09
H 2.30 0.94 6.42 0.09
H 2.92 -0.80 6.85 0.09
H -3.06 -1.73 3.56 0.12
H -3.99 -2.51 2.11 0.11
H -2.43 -1.48 1.75 0.05
C -1.26 6.39 -5.66 -0.17
C 0.16 6.93 -5.64 -0.17
O 0.51 7.01 -4.26 -0.19
S -0.24 5.81 -3.45 0.68
O 0.69 4.71 -3.31 -0.26
O -0.96 6.38 -2.34 -0.22
O -1.31 5.41 -4.62 -0.19
H -1.99 7.17 -5.43 0.14
H -1.51 5.93 -6.62 0.14
H 0.24 7.91 -6.11 0.14
H 0.86 6.24 -6.12 0.13
```



Question: E_tot of number 1 (C2H3NO)?
Answer: -207.70308 a.u.



Question: Which of these has the highest orbital gap?
Answer: C2H3NO



Copy entry 1 word for word.
Here is a cluster of 2 separate species, C2H3NO in total in a non-equilibrium geometry from the Open Molecules 2025 dataset. Energies are from ωB97M-V with the def2-TZVPD basis set.

* energy relative to the best compared isomer or geometry (same formula, charge and spin): 773.44 kJ/mol
* E_HOMO: -10.050 eV
* 2S+1: 1
* E_tot: -207.70308 a.u.
* orbital gap: 9.75 eV

Geometry as XYZ:
```
7
Properties=species:S:1:pos:R:3:lowdin_charge:R:1
C -0.38 -0.31 -0.42 -0.15
C 0.48 0.67 0.29 -0.27
N 0.56 -0.74 0.45 0.01
O 1.61 0.03 -0.29 -0.02
H -1.94 -0.86 0.59 0.18
H -0.66 -0.31 -1.54 0.11
H 0.33 1.52 0.93 0.13
```